Entry 1:
Density functional theory data (wB97M-V/def2-TZVPD) for a molecular structure, C10H32K2N10O10 in a non-equilibrium geometry.

Atoms and positions in Å:
K: -0.60394 3.19142 2.28477
K: -1.10555 -0.70298 3.76607
C: -0.28420 0.69967 0.44291
O: -0.13723 1.63990 -0.35948
O: 0.54148 -0.21112 0.37367
O: -1.24387 0.76450 1.21976
C: 2.84875 -0.65006 4.37031
C: 2.29806 -0.30166 3.01089
O: 1.49395 -1.38157 2.60325
H: 1.99570 -0.87618 5.01005
H: 3.19580 0.28896 4.80146
H: 3.60484 -1.42529 4.24602
H: 3.00746 -0.12411 2.20261
H: 1.61324 0.54560 3.04639
H: 1.13922 -1.03897 1.77961
C: 5.50177 -0.78520 -0.24617
C: 4.05140 -0.87911 -0.80820
O: 3.28408 0.17916 -0.30842
H: 6.00077 0.09616 -0.64902
H: 6.09952 -1.68600 -0.38532
H: 5.32443 -0.61774 0.81620
H: 3.65738 -1.85851 -0.53683
H: 3.93158 -0.68485 -1.87403
H: 2.33934 0.02243 -0.24140
C: 0.32710 -3.80368 -0.08293
O: 0.07062 -4.96710 0.00865
N: -0.40114 -2.90090 0.56785
N: 1.21414 -3.10085 -0.75155
H: -0.28681 -1.90285 0.46331
H: -1.11869 -3.23918 1.19296
H: 1.86938 -3.61450 -1.32332
H: 1.21047 -2.11959 -0.51233
C: -2.52607 4.38713 -0.54064
O: -3.21696 5.40421 -0.67012
N: -1.36782 4.25222 -1.15947
N: -2.81069 3.27187 0.12718
H: -1.04973 4.94486 -1.82216
H: -0.96431 3.32666 -1.13502
H: -3.69433 3.01423 0.54297
H: -2.18952 2.50922 -0.10216
C: 1.13020 0.17338 -3.73333
O: 1.53673 0.13114 -4.87230
N: 0.48236 1.14474 -3.19909
N: 1.40482 -0.72323 -2.83339
H: 0.27933 1.23409 -2.21375
H: 0.38717 1.97765 -3.76239
H: 2.05088 -1.48120 -3.00125
H: 1.09703 -0.59876 -1.87952
C: -2.84207 -0.07318 -2.43338
O: -3.72616 -0.35257 -3.23355
N: -2.56138 1.08209 -1.91964
N: -2.18278 -0.99948 -1.78903
H: -3.13700 1.88655 -2.12366
H: -1.80519 1.12041 -1.25121
H: -2.34018 -1.96437 -2.04264
H: -1.43877 -0.70619 -1.17216
C: -4.47845 -0.43468 1.69939
O: -5.59724 -0.87807 1.68406
N: -4.15087 0.85810 1.79733
N: -3.41076 -1.08688 1.38507
H: -4.95304 1.45655 1.66135
H: -3.19936 1.16088 1.64556
H: -2.61965 -0.53663 1.08262
H: -3.54523 -2.05655 1.13656

Calculated values
E_LUMO   -0.085 hartree
Charge   0
Kohn-Sham gap   6.67 eV
HOMO   -8.97 eV


Entry 2:
Density functional theory data (wB97M-V/def2-TZVPD) for a molecular structure, C10H32NO12V2 in a non-equilibrium geometry.

Atoms and positions in Å:
O: -2.84749 0.42324 1.73243
V: -1.60852 -0.57952 1.80357
O: -1.60712 -1.32937 3.21936
O: 1.83394 1.70179 -2.51534
V: 0.44895 1.55613 -1.75807
O: -0.41209 2.76884 -2.23045
N: 3.56529 -1.88017 -0.85786
H: 4.13983 -1.43526 -0.13882
H: 3.27722 -2.84404 -0.67524
H: 4.05407 -1.86895 -1.75683
H: 2.68249 -1.30917 -0.96963
C: 0.25408 -0.63523 -0.18831
O: 1.12755 -0.61739 -1.08812
O: -0.61526 0.31751 -0.19707
O: 0.21574 -1.40883 0.82414
O: 0.52317 -2.27897 -3.54830
H: 1.02915 -2.01145 -2.76943
H: 1.18114 -2.57810 -4.18998
O: 0.20763 -4.26227 0.58242
H: 0.25354 -3.30749 0.74361
H: -0.57189 -4.38480 0.02772
C: -2.03325 0.39384 -5.43236
C: -1.85627 0.59872 -3.95307
C: -2.64527 -0.39091 -3.07786
O: -0.45304 0.47756 -3.61257
H: -1.75566 -0.60373 -5.77603
H: -1.41488 1.12297 -5.96489
H: -3.03885 0.61712 -5.79105
H: -2.12752 1.61901 -3.67696
H: -3.72220 -0.28422 -3.22565
H: -2.50504 -0.05970 -2.04608
H: -2.34631 -1.41854 -3.27889
H: -0.23997 -0.47820 -3.58243
C: -2.86718 5.50434 2.29846
C: -2.68677 4.03414 1.95270
C: -1.76877 3.78802 0.77322
O: -2.08481 3.36312 3.07575
H: -3.51103 5.65051 3.16944
H: -3.35698 6.10486 1.52367
H: -1.91494 6.00525 2.47998
H: -3.66725 3.57736 1.78047
H: -1.81380 2.71300 0.57002
H: -0.74230 4.07510 1.00828
H: -2.04274 4.27320 -0.16292
H: -2.75891 3.35600 3.76457
C: 4.26851 -1.88607 3.86722
C: 3.14796 -2.39373 2.96981
C: 2.02037 -3.02949 3.75579
O: 2.62882 -1.23303 2.27682
H: 4.63118 -2.73310 4.45723
H: 3.93203 -1.14644 4.59342
H: 5.11703 -1.47535 3.32119
H: 3.60430 -3.10498 2.27098
H: 2.33324 -3.84138 4.40943
H: 1.27042 -3.40381 3.04828
H: 1.44645 -2.31607 4.35101
H: 1.82201 -1.51184 1.81321

Calculated values
E_LUMO   -0.200 hartree
Charge   +1
Kohn-Sham gap   6.85 eV
Energy above the lowest of the compared OMol25 structures with the same formula, charge and spin   0.0 kcal per mole
HOMO   -12.30 eV


Entry 3:
Density functional theory data (wB97M-V/def2-TZVPD) for a molecular structure, C10H33AgO12 in a non-equilibrium geometry.

Atoms and positions in Å:
Ag: 1.15769 1.97333 2.15701
O: -0.19648 -0.06575 -1.02805
C: -0.14012 0.98710 -0.27053
O: -0.97002 1.02181 0.68664
O: 0.87293 1.71785 -0.41135
H: -0.86012 -0.45405 -0.45323
C: -2.64437 -1.75009 -3.47419
O: -3.60749 -0.77185 -3.65781
H: -1.92369 -1.75165 -4.29195
H: -2.09042 -1.62972 -2.54320
H: -3.10796 -2.73657 -3.47971
H: -3.19596 0.08297 -3.80455
C: 0.08377 -2.82613 1.63108
O: 0.25942 -1.60936 2.39972
H: -0.39049 -2.67689 0.66108
H: 1.02948 -3.32433 1.41769
H: -0.53166 -3.46926 2.26014
H: -0.60884 -1.27596 2.63758
C: 0.70945 -0.02295 -4.46384
O: 0.01195 0.92779 -3.70014
H: 0.63956 0.34499 -5.48748
H: 1.73668 -0.06276 -4.10148
H: 0.15756 -0.95082 -4.31359
H: -0.01495 0.65645 -2.77968
C: -3.67018 -2.64909 0.72557
O: -3.93277 -2.36884 2.13791
H: -2.99606 -3.49718 0.60558
H: -4.56025 -2.63198 0.09662
H: -3.09620 -1.79613 0.36347
H: -3.46191 -1.58161 2.42104
C: 2.89318 -0.48173 1.18228
O: 3.41109 0.76213 1.56017
H: 2.85505 -1.17174 2.02521
H: 1.84174 -0.39221 0.90923
H: 3.45643 -0.96940 0.38665
H: 4.36272 0.70063 1.44968
C: -1.26177 0.45700 4.60759
C: -2.62036 0.47731 3.67881
O: -2.39153 -0.24457 2.49764
O: -0.30882 1.49183 4.22695
H: -0.66047 -0.43745 4.77034
H: -1.70589 0.50967 5.60162
H: -2.83954 1.52777 3.48753
H: -3.40391 0.17786 4.37486
H: -1.97094 0.27222 1.80653
H: 0.18401 1.53401 5.04971
C: 3.73522 2.27817 -2.48383
C: 3.61708 3.61151 -1.73110
O: 2.23828 4.04606 -1.67297
O: 3.46431 1.18240 -1.59165
H: 4.71956 2.24075 -2.95052
H: 3.10123 2.28129 -3.37048
H: 4.26572 4.31291 -2.25589
H: 4.08347 3.59985 -0.74599
H: 1.72312 3.26459 -1.45963
H: 2.55223 1.15979 -1.29298

Calculated values
E_LUMO   -0.039 hartree
Charge   0
Kohn-Sham gap   8.54 eV
HOMO   -9.59 eV


Entry 4:
Density functional theory data (wB97M-V/def2-TZVPD) for a molecular structure, C10H33CoO8V in a non-equilibrium geometry.

Atoms and positions in Å:
Co: -14.47334 -13.81170 11.86265
V: -11.99521 -15.64103 12.16103
O: -13.01537 -14.15168 13.27363
H: -13.37861 -14.45357 14.11509
O: -13.74692 -15.53960 11.04012
H: -14.16489 -16.33903 10.70917
O: -13.35388 -12.65503 10.81875
H: -13.48002 -12.22449 9.96850
C: -9.32310 -11.03494 13.62001
C: -10.73305 -11.53822 13.39526
O: -10.98803 -12.62479 14.30334
H: -9.13966 -10.07790 13.13748
H: -8.58143 -11.76054 13.27530
H: -9.14506 -10.91318 14.69210
H: -10.87235 -11.86850 12.36020
H: -11.44898 -10.73013 13.58205
H: -11.81560 -13.06282 14.01773
C: -14.52891 -11.04888 14.73606
C: -14.70373 -11.07129 13.24255
O: -15.48917 -12.22870 12.83355
H: -13.95989 -10.17009 15.03815
H: -14.00629 -11.94255 15.07607
H: -15.49592 -10.97745 15.24703
H: -13.74396 -11.19502 12.74686
H: -15.18113 -10.16833 12.86591
H: -16.22104 -12.34982 13.44539
C: -15.87155 -15.62182 15.35499
C: -15.74949 -16.07117 13.91986
O: -16.01557 -15.00467 12.98327
H: -15.39455 -14.64681 15.48075
H: -15.38473 -16.33879 16.01552
H: -16.91191 -15.52878 15.66924
H: -16.39968 -16.91843 13.69712
H: -14.73003 -16.39923 13.71750
H: -16.94728 -14.76796 13.04321
C: -8.89424 -13.69379 10.52850
C: -10.25327 -13.60837 9.87514
O: -11.27724 -14.11647 10.75981
H: -8.55314 -14.73024 10.53628
H: -8.91608 -13.29488 11.54009
H: -8.16229 -13.11512 9.96055
H: -10.27571 -14.19944 8.95994
H: -10.52706 -12.57674 9.64792
H: -12.09775 -13.48425 10.75243
C: -7.96325 -15.16922 14.18700
C: -9.32869 -15.81677 14.22128
O: -10.25161 -15.07754 13.38233
H: -8.01470 -14.17025 14.61974
H: -7.59630 -15.10662 13.16250
H: -7.24910 -15.75394 14.76783
H: -9.71932 -15.78236 15.24161
H: -9.31001 -16.84231 13.86412
H: -10.36783 -14.18142 13.79250

Calculated values
E_LUMO (alpha / beta)   -0.118 / -0.122 hartree
Charge   +1
Kohn-Sham gap (alpha / beta)   8.17 / 8.90 eV
Spin multiplicity   7
Energy above the lowest of the compared OMol25 structures with the same formula, charge and spin   0.0 kcal per mole
HOMO (alpha / beta)   -11.38 / -12.23 eV


Entry 5:
Density functional theory data (wB97M-V/def2-TZVPD) for 6 unconnected molecules or ions with the total composition C10H33NO6 in a non-equilibrium geometry.

Atoms and positions in Å:
C: 4.91111 24.85405 -2.41634
O: 5.52700 23.60369 -2.78419
C: 4.65988 22.76299 -3.56918
C: 5.12965 21.30944 -3.78363
C: 6.61690 21.13724 -4.11837
N: 4.34285 20.59241 -4.80697
H: 3.91007 24.73007 -2.00326
H: 4.76030 25.45642 -3.31217
H: 5.43087 25.31171 -1.57462
H: 3.64305 22.79370 -3.17777
H: 4.54858 23.21930 -4.55278
H: 4.91363 20.78853 -2.85084
H: 7.18120 21.40583 -3.22533
H: 7.02972 21.82157 -4.85957
H: 6.88514 20.10454 -4.34124
H: 4.72677 19.65950 -4.85583
H: 3.35223 20.56220 -4.61236
C: 1.77770 14.01026 -9.08653
C: 1.53695 13.85960 -7.58210
O: 1.21895 15.12005 -7.02987
H: 2.02530 13.00233 -9.41948
H: 2.66017 14.61536 -9.29437
H: 0.91460 14.31796 -9.67685
H: 2.49719 13.57590 -7.15134
H: 0.76822 13.10167 -7.43146
H: 0.26618 15.23380 -7.05970
C: 10.35064 17.28061 -5.70114
C: 9.75684 16.94490 -4.31867
O: 10.53739 15.96479 -3.73431
H: 11.43172 17.35991 -5.81556
H: 9.98405 18.23673 -6.07471
H: 10.14906 16.51717 -6.45255
H: 8.77480 16.53282 -4.55080
H: 9.65317 17.77083 -3.61496
H: 10.13019 15.10128 -3.63362
C: 2.79113 13.36748 -2.51657
C: 4.15212 12.78608 -2.72294
O: 4.89607 13.68547 -3.46388
H: 2.26756 12.68980 -1.84223
H: 2.24616 13.45422 -3.45657
H: 2.81966 14.35838 -2.06337
H: 3.99231 11.89286 -3.32686
H: 4.56642 12.66072 -1.72257
H: 5.81023 13.39324 -3.44114
O: 6.65278 18.44905 -8.51288
H: 6.14597 17.84057 -7.97516
H: 6.34901 19.31633 -8.24497
O: 4.56026 16.29819 -5.91166
H: 3.74093 15.98736 -6.29677
H: 4.73089 15.69317 -5.18982

Calculated values
E_LUMO   0.010 hartree
Charge   0
Kohn-Sham gap   9.33 eV
Energy above the lowest of the compared OMol25 structures with the same formula, charge and spin   36.5 kcal per mole
HOMO   -9.05 eV
SMILES string   COC[C@H](C)N.CCO.CCO.CCO.O.O


Entry 6:
Density functional theory data (wB97M-V/def2-TZVPD) for 7 unconnected molecules or ions with the total composition C10H34N2O7 in a non-equilibrium geometry.

Atoms and positions in Å:
N: 7.26775 7.66690 6.16890
C: 6.00338 7.49848 5.67040
N: 5.17297 6.83607 6.59110
O: 5.67527 7.82740 4.55714
H: 7.44727 7.32414 7.07949
H: 7.84011 8.33359 5.68656
H: 4.21635 7.01126 6.35693
H: 5.25388 7.18464 7.49148
C: 5.40254 4.66945 14.13722
C: 4.59797 5.89993 13.64350
C: 3.92998 6.60694 14.76085
O: 5.45652 6.88087 12.98329
H: 4.66268 4.01351 14.72372
H: 6.08616 5.09672 14.90025
H: 5.87281 4.15209 13.30894
H: 3.80202 5.58322 12.87264
H: 3.05012 6.02732 15.12317
H: 3.50462 7.53120 14.34428
H: 4.47414 6.91172 15.70474
H: 5.64697 7.60731 13.61755
C: 8.21906 10.10175 15.89747
C: 7.89799 9.22002 14.77977
C: 8.23414 7.76825 15.30475
O: 6.56531 9.26847 14.43588
H: 8.24926 11.12941 15.64364
H: 9.22873 9.86857 16.23288
H: 7.60097 10.06456 16.84054
H: 8.45893 9.38931 13.88742
H: 7.69910 7.06866 14.68121
H: 7.96247 7.63507 16.39162
H: 9.31834 7.60080 15.19274
H: 6.37732 9.97965 13.78978
C: 8.86374 7.34295 11.12601
C: 8.48297 6.36187 10.11717
C: 7.94449 5.07183 10.78445
O: 7.44909 6.89928 9.26919
H: 9.79762 7.14840 11.61870
H: 8.12609 7.36902 11.88496
H: 8.94619 8.35180 10.71030
H: 9.33158 6.00537 9.54460
H: 7.79127 4.10881 10.16030
H: 6.89230 5.28135 11.12140
H: 8.46301 4.72963 11.66847
H: 6.75552 7.40693 9.71032
O: 5.38841 10.64991 9.80151
H: 5.09816 9.70355 9.84819
H: 5.57708 10.67085 8.83109
O: 6.39536 11.15429 12.48462
H: 5.87122 11.41396 11.72639
H: 6.70345 11.99124 12.84560
O: 4.62070 8.02850 10.61750
H: 4.26081 7.17892 10.47719
H: 5.28147 7.78110 11.32230

Calculated values
E_LUMO   0.013 hartree
Charge   0
Kohn-Sham gap   10.10 eV
Energy above the lowest of the compared OMol25 structures with the same formula, charge and spin   8.7 kcal per mole
HOMO   -9.76 eV
SMILES string   NC(N)=O.CC(C)O.CC(C)O.CC(C)O.O.O.O